Here is 2 unconnected molecules or ions with the total composition C3H5ClF2O at a distorted geometry from the OMol25 dataset. Energies are from the ωB97M-V functional and the def2-TZVPD basis.

Element x y z (Å)
C1 -0.888 -0.656 -0.045
C2 1.477 -0.884 -0.278
C3 2.377 1.281 0.395
O1 0.321 -1.009 0.541
F1 3.642 1.354 -0.172
F2 1.561 2.019 -0.427
Cl1 2.524 -2.252 0.100
H1 -1.650 -0.961 0.589
H2 -1.067 -1.099 -1.036
H3 -0.829 0.432 -0.124
H4 1.153 -0.879 -1.346
H5 2.331 1.477 1.370

For the energy above the lowest of the compared OMol25 structures with the same formula, charge and spin, the calculation gives 2.5315 eV. The HOMO-LUMO gap (alpha / beta) comes out at 8.8 / 8.8 eV. For the HOMO energy (alpha / beta), the calculation gives -0.321 / -0.328 Ha. The calculation puts the molecular weight at 130.5 Da. Its lowest unoccupied orbital energy (alpha / beta) is 0.0028 / -0.0039 hartree. The largest force on an atom is 8.58 eV/Å. The calculation puts the calculated total energy at -852.31879 a.u.